Entry 1:
The following is a quantum chemistry calculation of 2 unconnected molecules or ions with the total composition C2H9N2P3 in a non-equilibrium geometry, from the Open Molecules 2025 dataset.

```
16
Properties=species:S:1:pos:R:3:forces:R:3
C -0.822 -0.401 -2.058 1.663 -1.042 -0.432
C -1.337 -0.967 -0.741 0.301 -0.590 -2.393
N -0.295 -0.213 2.101 1.559 -0.819 -1.380
N 1.706 -0.111 0.624 1.592 -0.191 -0.920
P -1.682 -0.009 2.867 -0.723 2.193 2.449
P 1.625 1.621 0.591 -0.250 0.337 0.665
P 0.437 -1.111 1.052 -0.019 0.432 0.813
H 0.030 -1.051 -2.538 -1.550 1.089 1.034
H -1.597 -0.329 -2.859 0.254 -0.048 0.753
H -0.400 0.595 -1.891 -0.123 -0.043 -0.220
H -1.642 -2.007 -0.826 0.134 -0.021 0.460
H -2.008 -0.335 -0.230 -0.563 0.614 0.898
H 2.580 -0.489 0.208 -1.291 -0.049 0.235
H -1.124 1.136 3.928 -1.014 -1.810 -1.441
H 1.515 1.766 -0.793 0.038 0.137 -0.558
H 3.014 1.903 0.565 -0.007 -0.189 0.036
```
Positions in Å, forces in eV/Å.

Properties
maximum force	0.0655	hartree/bohr
LUMO energy (alpha / beta)	0.0285 / -0.0700	Eh
2S+1	3
DFT total energy	-33062.3794	eV
HOMO-LUMO gap (alpha / beta)	7.20 / 6.20	eV
energy relative to the best compared isomer or geometry (same formula, charge and spin)	0.0	kcal per mole
HOMO energy (alpha / beta)	-6.43 / -8.11	eV



Entry 2:
The following is a quantum chemistry calculation of 6 unconnected molecules or ions with the total composition C23H48NO11S5 in a non-equilibrium geometry, from the Open Molecules 2025 dataset.

```
88
Properties=species:S:1:pos:R:3:forces:R:3
C 4.372 2.634 -1.533 -1.831 -0.409 -0.852
C 3.937 1.874 -0.326 2.686 -0.160 -0.265
O 4.652 1.689 0.652 -2.790 0.115 -2.126
N 2.555 1.240 -0.397 0.016 2.772 4.105
H 2.402 1.576 0.633 -1.423 -0.398 -1.708
H 1.718 1.545 -0.971 1.301 0.547 0.036
C 2.595 -0.178 -0.192 -2.330 2.317 -8.147
H 5.058 2.121 -2.142 1.395 -1.607 -0.176
H 4.929 3.494 -1.279 0.070 1.309 0.414
H 3.608 2.706 -2.331 -0.193 0.750 0.967
H 3.397 -0.511 -0.672 2.837 -2.192 -2.493
H 1.662 -0.569 -0.405 -1.722 -1.060 -1.219
H 2.685 -0.347 0.680 1.547 -2.152 11.640
C 2.231 -1.684 3.837 -0.582 -0.477 -0.455
C 3.223 -0.551 3.975 2.428 -3.111 3.013
C 2.599 0.676 4.349 0.203 3.562 5.678
S 1.059 0.677 3.646 -2.325 -0.603 -1.005
O 1.184 1.210 2.317 0.401 1.185 -1.243
O 0.015 1.144 4.512 0.139 0.461 0.048
C 0.887 -1.065 3.393 -1.563 -0.810 3.879
H 2.084 -2.219 4.752 -0.093 -0.109 0.770
H 2.718 -2.407 3.172 -0.760 0.115 -0.247
H 3.591 -0.414 3.041 2.005 0.205 -2.779
H 4.037 -0.927 4.761 -1.347 1.187 -2.018
H 3.109 1.684 4.109 -0.664 -1.774 0.412
H 2.375 0.622 5.561 0.507 0.532 -2.936
H 0.516 -1.246 2.443 -0.176 -0.250 -2.100
H -0.040 -1.283 4.116 2.179 -0.025 -1.314
C -1.735 5.600 -0.392 3.319 -1.858 -1.575
C -0.860 5.779 -1.711 2.467 -4.713 9.656
C -0.853 4.558 -2.401 -0.661 -2.628 -4.731
S -1.034 3.268 -1.263 3.504 -3.242 1.438
O 0.262 2.477 -1.085 -2.906 2.341 -0.506
O -2.181 2.522 -1.623 -1.530 -1.365 -0.674
C -1.387 4.207 0.160 0.937 1.004 4.554
H -2.676 5.545 -0.672 -4.833 -0.724 -1.906
H -1.851 6.430 0.209 1.143 1.637 1.896
H 0.082 5.958 -1.315 2.043 1.142 0.199
H -1.228 6.386 -2.262 -3.984 8.466 -6.399
H 0.020 4.411 -3.097 -0.725 -0.076 0.917
H -1.794 4.533 -3.075 1.376 -0.464 1.061
H -0.432 4.199 0.849 -1.491 0.131 -1.605
H -2.174 3.785 0.935 1.350 0.354 -2.297
C -1.238 -5.223 0.689 -6.392 -0.104 -0.200
C -0.744 -5.741 1.970 0.646 -6.327 -1.565
C 0.432 -5.038 2.216 5.718 -2.964 0.723
S 1.242 -4.595 0.755 3.341 -2.101 -0.736
O 2.308 -5.619 0.457 -2.696 2.516 0.362
O 1.638 -3.227 0.936 0.160 0.984 -0.705
C -0.171 -4.910 -0.273 1.093 -2.944 2.150
H -2.068 -4.384 1.064 2.395 -1.293 -1.663
H -1.930 -6.031 0.231 0.909 1.454 0.507
H -0.550 -6.961 2.044 -0.490 2.987 -0.700
H -1.469 -5.579 2.626 -2.814 0.518 3.227
H 1.293 -5.601 2.688 -1.056 -0.016 -0.225
H 0.412 -4.267 2.821 -0.730 4.447 2.632
H 0.058 -5.907 -0.642 0.393 0.234 -0.865
H -0.469 -4.250 -0.955 -0.492 2.769 -2.950
C -1.436 -0.134 -4.093 0.025 -1.510 0.279
C -1.156 0.910 -5.208 0.168 -1.650 -0.977
C 0.028 1.703 -4.903 1.562 -1.621 -0.160
S 1.097 0.486 -4.190 -3.871 1.542 2.662
O 2.069 1.091 -3.409 3.544 2.311 2.910
O 1.504 -0.426 -5.122 1.343 -3.805 -4.276
C -0.173 -0.227 -3.167 -0.068 -0.083 3.137
H -1.555 -1.136 -4.790 -0.299 2.118 2.752
H -2.206 0.155 -3.308 0.085 -0.636 -1.830
H -1.938 1.568 -5.434 -1.540 0.481 -0.413
H -0.855 0.311 -6.082 -0.705 0.368 -0.070
H -0.165 2.379 -4.174 -0.421 2.191 2.495
H 0.552 2.190 -5.679 0.406 0.366 -1.221
H -0.207 0.253 -1.966 -0.337 -0.440 -3.930
H 0.074 -1.243 -2.788 0.101 0.288 -1.143
C -4.068 -1.578 1.738 1.984 -1.325 0.464
C -4.088 -1.407 0.253 -5.483 -2.291 -0.941
C -3.603 -0.157 -0.149 2.827 2.542 -1.886
S -2.214 0.130 0.896 2.100 -1.854 -1.064
O -2.196 1.400 1.476 -0.078 3.504 0.675
O -0.983 -0.373 0.297 -0.545 0.037 -0.359
C -2.672 -0.952 2.145 -0.349 -2.430 2.294
H -4.013 -2.731 1.879 -0.830 2.180 0.613
H -4.850 -0.962 2.231 0.264 -1.105 -0.146
H -5.267 -1.392 -0.094 2.955 -0.885 0.438
H -3.493 -2.116 -0.235 0.303 -1.873 -0.648
H -4.311 0.520 0.157 -1.427 2.518 0.185
H -3.249 -0.040 -1.197 -0.592 0.040 0.699
H -2.894 -0.321 3.028 0.863 -0.511 -0.252
H -1.793 -1.713 2.308 -1.897 1.449 -0.184
```
Positions in Å, forces in eV/Å.

Properties
maximum force	0.2322	hartree/bohr
LUMO energy	-0.0790	Eh
DFT total energy	-102799.6555	eV
HOMO-LUMO gap	10.38	eV
net charge	+1
energy relative to the best compared isomer or geometry (same formula, charge and spin)	226.7	kcal per mole
HOMO energy	-12.52	eV



Entry 3:
The following is a quantum chemistry calculation of 5 unconnected molecules or ions with the total composition H12NO4 in a non-equilibrium geometry, from the Open Molecules 2025 dataset.

```
17
Properties=species:S:1:pos:R:3:forces:R:3
N -0.133 0.099 0.022 -0.471 -2.774 2.169
H 0.259 -0.766 -0.377 -0.057 0.712 -1.477
H 0.257 0.961 -0.364 0.120 0.135 0.371
H -1.141 -0.085 0.070 -0.109 0.616 -0.957
H 0.092 -0.147 1.000 0.427 1.786 0.183
H 2.601 2.048 -0.020 -0.465 -0.302 -0.001
H 1.792 3.074 -0.720 -0.335 0.561 -0.369
O 1.708 2.186 -0.382 0.714 -0.243 0.301
H -0.152 1.008 3.675 0.027 0.043 0.062
H -0.340 2.193 2.731 -0.021 0.164 0.037
O 0.043 1.315 2.784 -0.013 -0.323 -0.140
H -2.062 -2.782 0.013 -0.306 -0.309 -0.040
H -2.735 -2.108 -1.225 0.017 -0.179 0.172
O -2.176 -1.955 -0.455 0.322 0.497 -0.004
H 1.059 -1.195 -2.790 0.300 -0.593 -0.498
H 0.375 -2.391 -1.937 0.310 -0.257 -0.789
O 0.553 -1.456 -2.027 -0.462 0.465 0.981
```
Positions in Å, forces in eV/Å.

Properties
maximum force	0.0691	hartree/bohr
LUMO energy	-0.1076	Eh
DFT total energy	-9869.1850	eV
HOMO-LUMO gap	12.35	eV
net charge	+1
energy relative to the best compared isomer or geometry (same formula, charge and spin)	20.1	kcal per mole
HOMO energy	-15.27	eV



Entry 4:
The following is a quantum chemistry calculation of 3 unconnected molecules or ions with the total composition C3H9NO2 in a non-equilibrium geometry, from the Open Molecules 2025 dataset.

```
15
Properties=species:S:1:pos:R:3:forces:R:3
C -0.364 -1.477 -0.988 0.438 0.848 -3.187
C -1.653 -1.027 -1.077 0.816 0.506 0.842
N -2.222 -0.051 -0.125 0.821 -2.928 2.150
C -2.105 -0.435 1.149 0.216 2.164 -0.981
H 0.445 -0.710 -0.880 -0.651 -0.934 1.552
H 0.045 -2.218 -1.771 -1.194 0.981 1.212
H -2.303 -1.263 -1.948 0.107 -0.348 1.214
H -2.614 0.302 1.931 1.223 -1.719 -1.639
H -1.412 -1.292 1.573 -1.701 1.343 -1.220
O 4.200 0.790 2.011 1.272 0.448 -1.241
H 4.408 1.169 1.135 0.880 -0.303 0.528
H 3.281 0.910 1.901 -2.167 -0.133 0.693
O 0.553 1.842 -0.987 -3.724 -0.025 -0.503
H -0.254 2.207 -1.526 2.499 -0.682 1.150
H -0.004 1.255 -0.398 1.165 0.781 -0.570
```
Positions in Å, forces in eV/Å.

Properties
maximum force	0.0731	hartree/bohr
LUMO energy	0.0052	Eh
DFT total energy	-8838.6371	eV
HOMO-LUMO gap	9.76	eV
SMILES	C=CN=C.O.O
energy relative to the best compared isomer or geometry (same formula, charge and spin)	99.6	kcal per mole
HOMO energy	-9.62	eV